No. 1
Entry from OMol25: a molecular structure, C30H36CsN13O6S3 at a distorted geometry (ωB97M-V/def2-TZVPD).

Geometry as XYZ:
```
89
Properties=species:S:1:pos:R:3:forces:R:3
Cs 0.3917 -0.3577 1.5090 -1.103 0.188 -0.008
C 2.5019 -3.5907 6.8588 -0.016 0.030 -0.016
C 3.1523 -3.0549 5.5863 0.081 -0.074 -0.041
N 2.7290 -1.7206 5.2289 -0.034 -0.040 0.077
C 1.4965 -1.4447 4.6764 0.126 0.068 0.138
S 1.0472 0.2093 4.6648 -0.025 0.122 0.247
N 0.8407 -2.5179 4.2731 -0.192 -0.229 -0.073
N -0.2688 -2.2733 3.5173 -0.002 -0.183 0.356
C -1.0888 -3.2482 3.3700 0.110 -0.022 0.171
C -0.9503 -4.5524 4.1091 0.001 -0.032 -0.084
C -2.1933 -3.0747 2.3937 -0.017 -0.131 -0.005
C -2.9113 -4.1911 1.9479 -0.016 0.123 -0.022
C -3.9191 -4.0238 1.0126 -0.003 0.024 -0.008
C -4.1980 -2.7501 0.5473 -0.002 0.000 0.004
C -3.4282 -1.7032 1.0358 -0.035 0.029 -0.028
N -2.4526 -1.8466 1.9221 0.003 -0.050 0.070
H 2.8335 -4.6112 7.0661 0.001 -0.012 0.004
H 1.4184 -3.5908 6.7431 -0.005 -0.005 0.001
H 2.7569 -2.9660 7.7177 -0.005 0.001 0.007
H 2.9233 -3.7151 4.7503 -0.007 0.010 0.021
H 4.2402 -3.0359 5.7016 -0.007 0.000 0.004
H 3.1057 -0.9484 5.7522 0.005 0.020 -0.038
H -0.3769 -4.3816 5.0163 0.000 0.000 -0.001
H -0.4078 -5.2957 3.5161 -0.003 -0.005 -0.003
H -1.9254 -4.9696 4.3622 -0.011 -0.001 0.015
H -2.6678 -5.1771 2.3152 0.003 -0.013 0.001
H -4.4715 -4.8783 0.6422 -0.003 -0.002 -0.003
H -4.9658 -2.5682 -0.1919 -0.003 -0.015 -0.002
H -3.5964 -0.6919 0.6781 0.003 -0.001 0.003
C -0.4522 4.2511 -2.1932 -0.010 -0.044 0.054
C -1.1852 4.8252 -1.0425 0.002 -0.036 -0.037
N -1.7308 6.0021 -0.9963 -0.033 0.079 0.022
N -2.2983 6.0492 0.2487 0.043 -0.039 -0.041
C -2.1091 4.9318 0.9773 0.094 -0.003 -0.028
S -2.6435 4.5630 2.5105 -0.045 -0.040 0.121
N -1.3777 4.1528 0.1328 -0.162 0.137 -0.094
N -0.9759 2.8366 0.3587 0.102 -0.055 0.054
H -0.4179 4.9844 -2.9946 -0.003 0.006 -0.006
H -0.9578 3.3481 -2.5394 0.016 0.009 -0.007
H 0.5570 3.9818 -1.8824 -0.001 -0.002 -0.014
H -2.8069 6.8556 0.5588 0.010 -0.018 -0.008
H -1.3217 2.6010 1.2892 -0.126 0.096 -0.022
H 0.0488 2.8624 0.4017 0.041 -0.039 0.012
C 4.2354 2.6286 2.5695 0.001 0.009 0.039
C 4.4246 3.7199 1.5226 0.012 0.003 0.005
C 4.0294 3.3029 0.0879 0.027 0.082 -0.057
C 4.3022 4.4651 -0.8789 -0.020 -0.061 0.014
C 3.9180 4.1410 -2.3178 0.012 0.013 -0.017
C 4.8977 2.1284 -0.3030 -0.029 -0.022 -0.017
O 6.0920 2.2281 -0.5249 0.013 0.016 0.026
N 4.2548 0.9339 -0.3643 0.035 -0.015 0.001
C 2.8888 0.6953 -0.0870 0.156 0.001 -0.050
O 2.5574 -0.4862 -0.0399 0.727 -0.004 -0.597
N 2.0419 1.7281 0.0991 0.515 0.015 -0.232
C 2.5285 2.9816 0.1066 -0.164 0.136 -0.002
O 1.7636 3.9506 0.1836 -0.020 0.044 0.010
H 4.5275 2.9908 3.5558 -0.012 0.006 0.004
H 4.8478 1.7505 2.3520 -0.006 0.005 -0.006
H 3.1961 2.3028 2.6396 0.012 -0.002 0.017
H 5.4692 4.0398 1.4911 0.010 -0.017 -0.009
H 3.8145 4.5907 1.7698 -0.012 0.004 0.014
H 5.3657 4.7042 -0.8194 0.000 -0.017 0.000
H 3.7355 5.3255 -0.5236 -0.017 -0.007 0.003
H 4.4880 3.2907 -2.6989 0.007 0.000 0.011
H 4.1135 4.9895 -2.9755 -0.004 0.005 0.001
H 2.8561 3.8992 -2.3944 0.011 0.007 0.003
H 4.8102 0.1061 -0.5256 -0.022 0.014 -0.008
O -5.5581 -5.1172 -4.8082 0.009 0.052 -0.095
S -5.5007 -4.7169 -6.2010 -0.070 0.003 0.011
O -4.7697 -5.6295 -7.0665 -0.020 0.025 0.007
O -6.7551 -4.2258 -6.7486 0.103 -0.046 0.054
C -4.4306 -3.2344 -6.2237 -0.047 -0.074 0.006
N -4.3316 -2.5979 -7.3927 -0.042 -0.011 -0.114
C -3.5319 -1.5470 -7.4216 0.066 0.049 0.054
C -2.8274 -1.0997 -6.3132 -0.038 -0.046 0.022
C -3.0072 -1.8215 -5.1412 -0.082 -0.029 -0.177
N -3.8041 -2.8906 -5.1091 0.056 0.040 0.127
C -2.3282 -1.4689 -3.8687 0.072 0.014 0.140
C -1.7964 -0.2047 -3.6287 -0.016 -0.042 -0.013
C -1.1911 0.0519 -2.4093 -0.023 0.093 0.021
N -1.0853 -0.8506 -1.4399 0.069 -0.070 0.109
C -1.5849 -2.0612 -1.6762 -0.051 -0.052 -0.073
C -2.2162 -2.4182 -2.8573 0.012 0.062 -0.007
H -3.4403 -1.0346 -8.3755 -0.002 0.005 0.001
H -2.1675 -0.2465 -6.3770 0.005 -0.001 0.009
H -1.8685 0.5878 -4.3619 -0.008 -0.011 -0.014
H -0.7848 1.0331 -2.1846 0.004 -0.021 0.002
H -1.4882 -2.7845 -0.8724 0.001 -0.001 0.001
H -2.6346 -3.4050 -2.9986 -0.005 -0.006 -0.017
```
Forces are in eV/Å.

Lowest unoccupied orbital energy = 3.448 eV
Spin multiplicity = 1
Total energy = -96410.0825 eV
Energy relative to the best compared isomer or geometry (same formula, charge and spin) = 12.17 kcal per mole
Largest force on an atom = 0.022 hartree/bohr
Total charge = -2
HOMO-LUMO gap = 0.2467 hartree


No. 2
Entry from OMol25: a single C30H36N2O3 molecule at a distorted geometry (ωB97M-V/def2-TZVPD).

Geometry as XYZ:
```
71
Properties=species:S:1:pos:R:3:forces:R:3
C -4.3117 2.0000 -3.8826 -0.191 -0.085 -0.087
C -3.1213 2.6996 -3.2898 0.107 -0.189 0.079
O -2.1430 1.6811 -2.9602 0.341 0.734 0.092
C -1.0784 2.1831 -2.2945 -0.630 0.970 1.224
O -1.0323 3.3398 -1.9052 0.036 -1.274 -0.843
C 0.0314 1.1503 -2.0288 -0.548 0.528 -1.742
C -0.2984 -0.1323 -2.8106 0.176 -0.180 -0.345
C 1.1702 2.0267 -2.6651 1.233 0.441 0.907
C 1.4673 1.8121 -4.1207 0.076 0.015 -0.353
O 1.7919 2.8593 -2.0177 -1.018 -1.217 -0.909
C 0.3657 0.8782 -0.5869 0.614 0.466 1.923
C -0.7442 0.8427 0.4925 -0.100 0.285 0.188
C -0.4016 0.3996 1.7939 -0.333 -0.233 -0.284
C -1.3235 0.3366 2.8428 -0.783 0.682 -0.934
C -2.5844 0.8909 2.5866 1.063 0.147 -0.605
C -2.9207 1.4896 1.3674 1.205 -0.614 0.451
C -2.0051 1.4717 0.3315 -0.119 -0.444 0.174
C -4.2614 2.1180 1.5194 -0.847 0.510 -0.339
C -4.6693 1.8315 2.9857 -0.101 0.036 0.087
N -3.5622 1.0544 3.5017 -0.818 -0.324 0.709
C -3.4731 0.6021 4.8606 -0.010 0.388 0.037
C -2.3706 -0.4462 5.0178 -0.006 -0.356 -0.199
C -1.0772 -0.1711 4.2233 0.445 0.139 0.541
C 1.3907 -0.2850 -0.5166 -0.053 -0.395 -0.438
C 1.2142 -1.4674 0.2334 0.272 0.551 -0.076
C 2.2779 -2.3512 0.4587 0.421 0.549 -1.262
C 3.4080 -2.1743 -0.3433 -0.722 0.567 0.327
C 3.5452 -1.1424 -1.2777 -1.236 -0.106 0.707
C 2.5649 -0.1709 -1.3126 0.228 -0.104 0.326
C 4.8371 -1.3278 -1.9945 0.730 0.268 -0.600
C 5.4779 -2.5666 -1.3221 0.050 -0.138 0.021
N 4.5266 -2.9282 -0.2904 0.753 -0.428 0.222
C 4.7043 -4.0110 0.6298 -0.007 -0.290 -0.339
C 3.7475 -3.8841 1.8154 -0.066 0.275 0.187
C 2.3114 -3.4763 1.4312 -0.361 -0.643 0.129
H -5.0758 2.7412 -4.1178 -0.039 -0.012 -0.029
H -4.0586 1.4675 -4.8037 0.008 0.037 0.147
H -4.7358 1.2928 -3.1650 0.051 0.029 -0.103
H -2.6409 3.3842 -3.9963 -0.184 0.056 0.178
H -3.3858 3.2455 -2.3760 0.108 -0.046 -0.250
H -1.0354 -0.7111 -2.2414 0.116 0.102 -0.142
H -0.7227 0.1063 -3.7943 0.051 -0.213 0.371
H 0.5869 -0.7642 -2.9694 -0.255 0.232 0.218
H 1.0873 0.8659 -4.5073 0.079 0.214 0.028
H 1.0198 2.6373 -4.6851 0.088 -0.081 -0.011
H 2.5510 1.8486 -4.2564 -0.143 0.125 -0.036
H 0.9225 1.7811 -0.2723 0.077 -0.342 -0.199
H 0.6186 0.0690 1.9972 -0.326 0.054 -0.121
H -2.3114 1.9978 -0.5638 0.173 -0.324 0.135
H -4.2367 3.1978 1.3313 0.027 -0.159 -0.031
H -4.9949 1.6932 0.8265 0.054 0.050 0.024
H -5.6134 1.2682 3.0544 0.157 0.099 -0.013
H -4.8030 2.7601 3.5643 0.038 -0.150 -0.095
H -3.2936 1.4586 5.5354 0.011 -0.125 -0.053
H -4.4483 0.1768 5.1411 0.213 -0.002 0.123
H -2.1293 -0.5356 6.0797 -0.034 -0.085 -0.084
H -2.7750 -1.4120 4.6948 0.046 0.075 0.015
H -0.4723 0.5676 4.7714 -0.050 -0.154 -0.040
H -0.4797 -1.0905 4.1712 -0.080 0.143 0.157
H 0.2500 -1.6984 0.6901 0.336 0.307 0.078
H 2.7576 0.6930 -1.9458 -0.159 -0.212 0.284
H 5.4912 -0.4539 -1.9056 -0.096 -0.064 -0.036
H 4.6953 -1.5125 -3.0671 -0.025 0.108 0.192
H 6.4640 -2.3421 -0.8891 -0.146 -0.078 -0.065
H 5.6042 -3.3943 -2.0376 0.055 0.140 0.088
H 5.7483 -3.9953 0.9715 -0.157 -0.137 0.079
H 4.5456 -4.9716 0.1100 0.035 0.002 0.146
H 3.7176 -4.8402 2.3422 0.063 0.096 0.055
H 4.1507 -3.1349 2.5079 -0.062 -0.089 -0.088
H 1.7897 -4.3465 1.0010 0.075 0.089 0.170
H 1.7582 -3.1819 2.3316 0.093 -0.215 -0.068
```
Forces are in eV/Å.

Lowest unoccupied orbital energy = 0.743 eV
Spin multiplicity = 1
Total energy = -40816.8178 eV
Energy relative to the best compared isomer or geometry (same formula, charge and spin) = 16.81 kcal per mole
Largest force on an atom = 0.040 hartree/bohr
Total charge = 0
HOMO-LUMO gap = 0.2695 hartree